# 1
{
  "formula": "C38H48BrEuN6OSSi",
  "method": "ωB97M-V with the def2-TZVPD basis set",
  "max_force_ha_per_bohr": 0.0146,
  "total_charge": 1,
  "spin_multiplicity": 8,
  "homo_energy_ev": [-9.02, -9.22],
  "total_energy_ha": -5852.43432,
  "s_squared": 15.760,
  "gap_ev": [6.865, 7.062],
  "symbols": ["H", "H", "H", "C", "N", "C", "H", "C", "C", "C", "C", "C", "N", "C", "H", "H", "C", "C", "H", "H", "C", "H", "C", "C", "C", "H", "H", "C", "C", "H", "N", "C", "C", "C", "H", "C", "N", "H", "C", "H", "H", "H", "H", "C", "C", "H", "C", "C", "Br", "H", "H", "C", "H", "C", "Eu", "N", "H", "C", "H", "N", "C", "H", "C", "C", "C", "C", "H", "H", "H", "S", "H", "C", "H", "C", "H", "H", "H", "H", "H", "H", "C", "H", "H", "H", "O", "Si", "H", "C", "H", "H", "H", "H", "H", "C", "H", "H", "H"],
  "xyz": [[-1.662175, 3.068727, -0.039035], [2.059877, -3.915812, 1.726551], [-7.091060, 3.639274, -2.059440], [3.141308, -3.801565, -0.141800], [1.270048, 0.604951, 2.911994], [-2.510372, 0.966558, -2.373025], [4.059748, -3.287308, -2.025301], [1.228032, 4.744589, 0.958228], [4.882987, -5.857162, -2.421016], [-2.926312, -0.596956, 0.260375], [-7.318462, 2.863703, -0.072196], [2.276370, -3.324130, 0.844953], [0.917812, 3.657667, -0.001430], [-0.825547, 0.923384, -4.139187], [1.922876, 6.152736, -0.544334], [1.814213, 4.887876, 3.030372], [-1.784654, 0.552834, -5.070248], [-0.102413, 5.445104, 1.204675], [-0.418983, 1.417135, -2.121284], [-8.309938, 3.278223, 0.061697], [-6.722210, 2.135608, 0.949294], [-2.272941, -1.502280, -1.867014], [2.369662, 0.644065, 5.471753], [6.393595, -5.018471, -0.764607], [5.113184, -5.403854, -1.132320], [-0.571406, 0.570726, 3.832331], [-0.831864, 4.751434, 1.624556], [-1.725341, 2.053917, 0.370461], [1.707678, -2.079886, 0.681677], [-2.379655, -4.360820, 1.514928], [7.192887, -5.524253, -2.966237], [-1.194680, 1.128671, -2.816558], [-3.103063, 0.392126, -4.666068], [2.257103, 5.735744, 0.409809], [-4.489280, 0.448745, -3.040701], [-3.455304, 0.593649, -3.336213], [-1.621353, -1.313657, 0.135501], [1.074747, -1.675083, 1.469121], [2.737634, -1.763133, -1.316286], [-3.090533, -0.410790, 1.328054], [-5.001790, 1.040984, 1.583043], [-7.244788, 1.990154, 1.887203], [2.800868, 3.012577, 0.128938], [1.725433, 4.121500, 2.258314], [-4.750831, 1.775062, -0.427933], [2.712983, 3.662611, 2.147685], [7.397234, -5.098096, -1.720510], [-5.365712, 2.523062, -1.436446], [3.658926, 0.726551, 1.562335], [-1.414646, -3.651805, -2.386407], [-0.487205, -3.774519, -0.904163], [-1.598171, -2.422166, 1.113772], [4.267913, 0.688450, 4.457296], [-1.443307, -1.849385, -1.253301], [0.412010, 0.775969, 0.257281], [1.905942, -1.301626, -0.384736], [-2.091998, 2.161401, 1.406656], [2.578147, 0.644562, 3.122244], [2.388773, 6.565160, 1.106326], [2.052128, 2.957903, -0.554811], [-2.629542, -3.949889, -0.613873], [0.310927, 0.610747, 6.135928], [-2.634096, -3.517725, 0.867744], [0.498237, 0.592732, 4.007464], [0.990069, 0.614063, 5.292534], [-5.454116, 1.601430, 0.769309], [-3.859161, 0.110584, -5.389112], [2.415695, 3.443997, -1.372689], [8.412649, -4.812297, -1.470468], [3.816924, -5.401885, 0.082371], [0.037551, 6.275333, 1.898800], [3.193766, 0.657831, 4.350083], [-1.505091, 0.392048, -6.104099], [-6.635528, 3.061579, -1.263291], [-0.610491, -2.878778, 1.094938], [-3.626532, -3.184481, 1.171289], [-0.533062, -1.440158, -1.699383], [2.891328, -1.126941, -2.181104], [5.818195, -6.241853, -4.317219], [-3.529039, -3.583300, -1.116096], [5.957775, -5.892853, -3.299970], [-0.510197, 5.851908, 0.274995], [0.205524, 1.054696, -4.446912], [1.015052, 3.368776, 2.600543], [2.966768, 0.667094, 6.670392], [-2.987542, 1.134454, -0.546309], [-2.644560, -5.036663, -0.697557], [3.382901, -2.983293, -1.238643], [2.319732, 0.661416, 7.387641], [-4.843704, 2.703101, -2.370201], [3.238300, 5.277963, 0.263969], [3.900958, -6.185518, -2.734967], [-3.754721, -1.239949, -0.075463], [-1.412244, -3.371840, -1.331111], [-1.734971, -1.990367, 2.108334], [6.604477, -4.675604, 0.239132], [0.413641, 4.063009, -0.781853]],
  "forces_ev_per_angstrom": [[0.10, 0.01, 0.08], [0.02, 0.06, -0.01], [0.02, -0.03, 0.03], [-0.10, 0.03, 0.08], [-0.01, 0.01, -0.14], [-0.08, 0.05, -0.11], [-0.06, 0.04, 0.00], [0.07, 0.12, -0.12], [0.03, -0.04, -0.05], [-0.18, -0.16, -0.25], [0.01, -0.01, 0.01], [-0.03, -0.04, 0.04], [0.22, -0.08, 0.32], [0.01, -0.01, 0.01], [0.02, 0.00, 0.03], [0.02, -0.02, -0.03], [-0.01, -0.01, -0.02], [-0.04, 0.05, 0.05], [0.14, 0.28, 0.12], [0.02, 0.00, 0.00], [0.01, 0.01, 0.00], [0.00, 0.04, -0.02], [0.10, 0.00, 0.12], [0.00, 0.00, -0.08], [0.04, -0.15, 0.10], [0.01, 0.01, 0.00], [0.01, 0.00, -0.04], [-0.70, 0.24, -0.12], [0.11, -0.07, 0.10], [-0.03, 0.01, -0.01], [-0.07, 0.03, 0.08], [-0.23, -0.10, -0.14], [-0.01, 0.00, 0.06], [-0.05, 0.03, -0.02], [0.03, 0.01, -0.02], [0.06, -0.07, -0.06], [-0.19, 0.05, 0.01], [0.01, -0.08, -0.04], [0.01, -0.01, -0.19], [-0.02, -0.01, 0.00], [-0.04, 0.02, -0.01], [0.00, -0.01, -0.03], [-0.01, -0.16, 0.05], [0.04, 0.05, 0.00], [-0.14, -0.13, -0.10], [-0.03, -0.02, 0.02], [-0.03, -0.03, -0.11], [-0.01, 0.03, 0.08], [0.16, -0.03, 0.16], [0.00, -0.02, 0.01], [-0.01, 0.02, -0.02], [0.01, 0.08, 0.05], [-0.02, 0.01, -0.02], [0.04, -0.10, 0.13], [0.29, 0.47, 0.28], [-0.02, -0.22, -0.09], [0.05, -0.04, -0.02], [0.00, 0.05, -0.06], [0.01, -0.03, -0.02], [0.20, -0.09, -0.31], [0.05, 0.03, 0.03], [0.02, -0.01, -0.02], [0.00, -0.05, -0.04], [-0.16, -0.02, -0.08], [-0.12, 0.00, 0.06], [-0.03, -0.02, -0.05], [0.02, -0.01, 0.03], [0.02, 0.04, 0.01], [-0.01, 0.00, -0.01], [0.00, 0.03, 0.01], [-0.02, -0.03, -0.02], [0.09, 0.01, 0.04], [-0.02, 0.01, 0.02], [0.04, 0.00, -0.02], [0.02, -0.01, 0.01], [0.00, 0.00, -0.01], [0.05, 0.04, -0.03], [0.02, -0.01, 0.01], [0.01, 0.01, 0.02], [0.01, -0.01, 0.01], [0.10, 0.03, 0.01], [0.01, 0.00, 0.03], [-0.02, 0.00, 0.02], [-0.02, -0.04, 0.04], [-0.06, -0.01, -0.01], [0.25, 0.06, 0.24], [-0.02, 0.01, -0.01], [0.09, 0.05, -0.07], [0.03, 0.00, -0.06], [-0.03, -0.01, 0.02], [-0.02, 0.01, -0.01], [0.01, 0.01, 0.02], [0.06, 0.01, 0.05], [-0.03, -0.02, -0.01], [0.03, 0.01, 0.02], [0.01, -0.01, -0.01], [-0.16, -0.17, -0.02]]
}

# 2
{
  "formula": "C38H48BrN7OSSbTeTi",
  "method": "ωB97M-V with the def2-TZVPD basis set",
  "max_force_ha_per_bohr": 0.0164,
  "total_charge": 1,
  "homo_energy_ev": [-9.67, -9.67],
  "total_energy_ha": -6265.08850,
  "gap_ev": [5.644, 5.636],
  "symbols": ["C", "C", "H", "O", "H", "C", "N", "H", "H", "Ti", "C", "H", "C", "C", "H", "C", "C", "H", "N", "C", "C", "C", "N", "C", "H", "N", "H", "H", "H", "H", "H", "H", "N", "C", "C", "H", "H", "H", "H", "H", "C", "H", "H", "C", "H", "H", "H", "C", "C", "C", "H", "C", "C", "H", "H", "C", "H", "H", "H", "C", "H", "C", "H", "C", "C", "H", "H", "H", "Te", "H", "C", "C", "H", "C", "C", "H", "H", "H", "N", "H", "Br", "H", "Sb", "C", "H", "H", "C", "C", "C", "N", "C", "C", "C", "H", "H", "H", "C", "H", "S"],
  "xyz": [[-1.455887, -1.895258, -2.730446], [-1.206023, -5.086505, -1.740749], [4.832876, 5.047458, -3.884116], [0.485130, 0.638996, 0.650845], [0.541380, 4.512757, 0.049961], [1.930556, -3.300138, 1.323266], [1.372760, 2.706508, -0.625185], [0.907088, 4.936161, -2.159639], [-6.029859, 3.567683, 2.570666], [1.739153, 0.843048, -0.628274], [4.930653, 1.081711, -1.118925], [0.894886, -2.931224, -3.151305], [2.224212, 3.395951, -1.514163], [5.712655, 2.771939, -2.615535], [-7.898442, 2.071080, 3.863607], [4.106704, 4.585909, -3.230463], [-1.619221, 3.220526, 3.093996], [5.091554, 0.158749, -0.572404], [-0.763434, 1.593358, -3.102268], [4.194210, -1.107200, 2.062508], [-4.512921, 2.489153, 1.531006], [-1.384982, -3.988913, -3.834636], [-0.499886, -2.356980, -1.705812], [-0.826857, 0.997865, 2.626388], [-0.898299, -1.444070, -3.553482], [3.743352, 1.647331, -1.002960], [-5.498248, -0.468667, 3.821456], [2.796628, 0.420939, 2.744354], [-0.828222, -3.542218, -4.661609], [-0.652815, -0.041702, 2.873022], [-2.101829, -1.134822, -2.290165], [-3.877611, -1.674130, 1.203956], [-0.434032, -4.513117, -2.847054], [-4.212278, 0.177302, 2.246881], [2.853294, 5.111661, -3.088667], [5.017940, -2.983835, -2.899390], [-6.695283, 2.533847, 5.056829], [0.347800, -3.574795, 2.777683], [1.465529, -3.912989, 0.554083], [4.426024, 0.596700, 3.393568], [-5.518661, 2.615972, 2.483301], [6.478475, 3.196903, -3.250247], [-5.132751, 4.030115, 0.184277], [3.507843, 2.817931, -1.674944], [-1.160433, 4.786127, 1.752149], [-1.800311, -5.919679, -2.119849], [3.283382, -2.788455, -2.682604], [-0.498492, 1.420618, 1.257912], [0.213381, 0.977802, -3.067124], [-1.087833, 3.731017, 1.973018], [-3.898743, 4.528479, 1.327102], [-1.282140, -2.995118, -0.636567], [4.427096, -2.737838, -0.829927], [2.576319, 5.996278, -3.643432], [4.332134, -3.801245, -0.613328], [0.337872, -3.388055, -2.328443], [1.049636, -3.766216, -1.585847], [-1.983282, -4.815321, -4.221674], [-1.930642, -2.237687, -0.183648], [-3.002336, -3.591397, -2.146395], [-3.460042, 3.523890, -0.064061], [-1.419007, 1.836069, 3.481795], [-0.596777, -3.372862, 0.125664], [5.953290, 1.623639, -1.906939], [-3.848312, 1.258305, 1.424249], [0.209594, -2.079107, 1.853315], [-7.159847, 0.839969, 4.889794], [5.245773, -1.211189, 1.788144], [-2.343200, 0.969123, -0.023355], [-0.513291, -5.468856, -0.986105], [-5.218499, 0.361685, 3.184914], [-3.589217, -1.190485, 2.139579], [-2.500029, -1.148850, 2.153442], [0.503912, 3.435056, 0.161717], [4.456758, 3.410133, -2.523704], [2.697395, -3.904415, 1.810890], [5.412370, -2.428818, -0.477107], [4.097067, 1.047988, 1.724576], [-2.097478, -4.107471, -1.115844], [1.415183, -2.220035, 3.136111], [-2.581844, 4.328479, 4.271492], [-1.741758, 1.510114, 4.459309], [2.987390, -1.703694, 0.386301], [-4.223711, 3.704720, 0.690072], [-3.659674, -2.842027, -1.698461], [-3.613126, -4.411965, -2.526862], [-0.323694, 2.885745, 1.082570], [1.901559, 4.516964, -2.231968], [0.916656, -2.760431, 2.328717], [-2.276134, -2.980101, -3.259243], [-6.969569, 1.759385, 4.340680], [3.859916, 0.316598, 2.504961], [4.257372, -2.460231, -2.320991], [4.001978, -1.818186, 2.867835], [4.349054, -1.394343, -2.547613], [6.906305, 1.120307, -1.958623], [-5.882092, 1.574228, 3.320552], [-3.921337, -1.823624, 2.960174], [1.638299, 0.093994, -2.926531]],
  "forces_ev_per_angstrom": [[0.06, 0.07, -0.04], [0.01, -0.06, 0.02], [0.03, 0.01, -0.03], [0.65, 0.16, -0.51], [0.02, -0.02, 0.05], [-0.02, 0.11, 0.07], [0.19, -0.26, -0.43], [0.00, 0.01, 0.00], [-0.03, 0.04, 0.00], [-0.51, -0.14, 0.46], [-0.03, 0.04, 0.02], [0.01, -0.01, 0.01], [0.02, -0.01, 0.04], [-0.05, -0.02, 0.04], [-0.03, 0.01, -0.01], [-0.07, -0.04, 0.07], [-0.01, 0.01, 0.00], [-0.01, 0.02, -0.02], [-0.11, 0.07, -0.08], [-0.08, 0.03, 0.02], [-0.01, 0.04, 0.03], [-0.01, 0.00, -0.06], [-0.08, -0.05, 0.05], [0.08, -0.11, -0.07], [-0.01, -0.01, 0.00], [0.01, -0.06, 0.02], [-0.02, -0.03, 0.03], [0.07, 0.01, 0.00], [-0.01, -0.01, 0.01], [0.01, 0.02, 0.01], [-0.01, 0.00, -0.01], [0.02, -0.02, -0.01], [-0.01, 0.01, 0.00], [-0.03, -0.03, 0.05], [0.07, -0.07, 0.03], [0.02, -0.02, -0.03], [0.00, 0.03, 0.04], [-0.01, -0.01, 0.04], [-0.02, 0.01, -0.01], [0.00, 0.03, 0.01], [0.01, 0.00, 0.02], [0.03, 0.02, -0.03], [-0.02, 0.00, -0.03], [-0.09, 0.02, -0.03], [-0.01, 0.05, -0.01], [0.01, 0.00, 0.01], [-0.03, 0.00, -0.01], [-0.21, 0.06, -0.04], [-0.05, 0.06, 0.09], [-0.07, -0.05, 0.07], [0.02, 0.03, 0.04], [-0.05, 0.08, 0.11], [-0.08, 0.06, -0.01], [-0.03, 0.03, -0.01], [-0.01, -0.04, 0.02], [0.07, 0.03, -0.01], [0.00, 0.00, -0.03], [0.00, 0.00, 0.00], [0.08, -0.07, -0.03], [-0.09, 0.01, -0.01], [-0.03, 0.03, 0.03], [0.00, 0.11, -0.01], [-0.03, 0.01, -0.01], [-0.03, 0.05, -0.01], [0.13, -0.06, -0.16], [-0.02, 0.01, -0.02], [-0.01, -0.03, 0.02], [-0.02, 0.02, 0.00], [-0.14, -0.01, 0.04], [-0.01, 0.00, 0.00], [0.04, -0.01, 0.00], [-0.01, 0.03, -0.03], [-0.01, -0.01, 0.00], [-0.18, 0.03, 0.24], [0.12, -0.05, 0.02], [-0.01, -0.02, -0.01], [0.02, 0.00, 0.01], [-0.03, -0.04, 0.06], [0.02, 0.00, 0.01], [-0.02, 0.01, 0.01], [-0.03, -0.02, 0.02], [-0.02, 0.00, 0.03], [0.21, 0.14, -0.15], [0.06, -0.06, -0.04], [0.00, -0.02, -0.01], [-0.01, 0.01, 0.01], [0.28, -0.06, -0.15], [-0.04, 0.01, 0.03], [0.04, -0.05, -0.03], [0.03, -0.03, -0.02], [0.04, -0.01, -0.03], [-0.01, 0.01, -0.01], [0.02, 0.02, 0.04], [0.02, -0.02, -0.02], [0.00, -0.01, -0.01], [0.04, -0.02, 0.00], [-0.03, 0.02, 0.01], [-0.02, -0.01, 0.02], [0.10, -0.01, 0.18]]
}